{
  "formula": "C4H5Cl4OPS",
  "method": "ωB97M-V/def2-TZVPD",
  "elements": ["C", "C", "C", "C", "O", "P", "S", "Cl", "Cl", "Cl", "Cl", "H", "H", "H", "H", "H"],
  "positions_angstrom": [[5.49, -0.68, -0.45], [2.86, 1.02, -0.07], [-0.47, 0.19, -0.07], [0.56, -0.65, 0.54], [5.29, 1.88, -1.15], [4.73, 0.94, -0.19], [2.00, 0.26, 1.19], [5.40, -1.17, -2.05], [2.22, 1.33, -1.59], [5.35, 1.41, 1.58], [5.11, -1.91, 0.69], [-0.02, 1.04, -0.67], [-0.99, -0.56, -0.71], [-1.23, 0.57, 0.61], [0.97, -1.55, -0.16], [0.16, -1.43, 1.30]],
  "relative_energy_kj_mol": 163.50,
  "energy_ha": -2810.88689,
  "spin_multiplicity": 1,
  "gap_ha": [0.28780, 0.24502]
}


{
  "formula": "C4H5ClN2",
  "method": "ωB97M-V/def2-TZVPD",
  "elements": ["C", "C", "C", "C", "N", "N", "Cl", "H", "H", "H", "H", "H"],
  "positions_angstrom": [[-1.66, -0.77, 0.24], [-0.66, -1.68, -0.21], [-1.12, 0.48, 0.35], [0.44, -0.90, -0.09], [0.22, 0.43, 0.07], [1.09, 1.38, -0.29], [3.59, -0.01, -0.08], [-2.54, -1.03, 0.63], [-0.83, -2.73, -0.47], [-1.56, 1.47, 0.38], [2.09, 1.02, -0.29], [0.94, 2.35, -0.25]],
  "relative_energy_kj_mol": 624.97,
  "energy_ha": -724.89757,
  "spin_multiplicity": 1,
  "gap_ha": [0.26831, 0.20214]
}


{
  "formula": "C4H5ClN2",
  "method": "ωB97M-V/def2-TZVPD",
  "elements": ["N", "N", "C", "C", "C", "C", "Cl", "H", "H", "H", "H", "H"],
  "positions_angstrom": [[1.17, 1.44, 0.92], [0.52, 0.57, -0.03], [-0.49, -0.37, 0.34], [-0.95, -0.93, -0.82], [-0.14, -0.49, -1.91], [0.72, 0.46, -1.42], [1.83, 1.47, -2.16], [2.10, 1.56, 0.49], [0.76, 2.34, 0.60], [-0.91, -0.22, 1.25], [-1.48, -1.78, -0.82], [-0.28, -0.59, -2.96]],
  "smiles": "Nn1cccc1Cl",
  "relative_energy_kj_mol": 211.57,
  "energy_ha": -725.05502,
  "spin_multiplicity": 1,
  "gap_ha": 0.33635
}


{
  "formula": "C4H5ClN2",
  "method": "ωB97M-V/def2-TZVPD",
  "elements": ["C", "C", "C", "C", "Cl", "N", "N", "H", "H", "H", "H", "H"],
  "positions_angstrom": [[0.31, -0.99, -1.15], [0.12, -0.19, -0.09], [1.29, 0.43, 0.66], [-1.27, 0.12, 0.30], [-2.41, -1.31, 0.00], [-1.70, 1.24, 1.09], [-1.83, 1.37, -0.12], [1.26, -1.14, -1.46], [-0.59, -1.38, -1.73], [2.12, 0.78, -0.05], [0.86, 1.33, 1.18], [1.84, -0.25, 1.37]],
  "smiles": "C=C(C)C1(Cl)N=N1",
  "relative_energy_kj_mol": 338.94,
  "energy_ha": -725.00651,
  "spin_multiplicity": 1,
  "gap_ha": 0.35361
}


{
  "formula": "C4H5ClN4O",
  "method": "ωB97M-V/def2-TZVPD",
  "elements": ["N", "N", "C", "C", "N", "N", "C", "O", "C", "Cl", "H", "H", "H", "H", "H"],
  "positions_angstrom": [[1.05, 2.49, -0.13], [1.48, 1.14, -0.27], [0.61, 0.04, -0.12], [1.22, -1.19, 0.14], [0.53, -2.33, 0.36], [-0.80, -2.23, 0.35], [-1.49, -1.12, 0.08], [-2.85, -1.31, 0.17], [-0.79, 0.07, -0.16], [-1.74, 1.55, -0.42], [0.39, 2.57, 0.68], [0.58, 2.82, -0.99], [2.46, 0.94, -0.44], [2.31, -1.20, 0.28], [-2.96, -2.24, 0.46]],
  "smiles": "NNc1cnnc(O)c1Cl",
  "relative_energy_kj_mol": 0.00,
  "energy_ha": -909.81157,
  "spin_multiplicity": 1,
  "gap_ha": 0.34818
}


{
  "formula": "C4H5ClO",
  "method": "ωB97M-V/def2-TZVPD",
  "elements": ["Cl", "C", "C", "C", "C", "O", "H", "H", "H", "H", "H"],
  "positions_angstrom": [[2.91, -0.68, -0.18], [1.85, 0.70, -0.13], [0.53, 0.69, -0.12], [-0.39, -0.53, -0.33], [-1.59, -0.58, 0.49], [-1.66, -0.18, -0.87], [2.29, 1.67, 0.07], [0.07, 1.67, -0.06], [-0.01, -1.45, -0.74], [-2.14, -1.51, 0.69], [-1.87, 0.21, 1.18]],
  "smiles": "Cl/C=C\\[C@H]1CO1",
  "relative_energy_kj_mol": 126.17,
  "energy_ha": -690.77303,
  "spin_multiplicity": 1,
  "gap_ha": 0.38889
}


{
  "formula": "C4H5ClO2",
  "method": "ωB97M-V/def2-TZVPD",
  "elements": ["C", "C", "C", "C", "H", "H", "H", "H", "H", "O", "O", "Cl"],
  "positions_angstrom": [[-0.99, 0.11, 0.79], [0.25, 0.77, -0.10], [2.27, -0.21, -0.27], [0.44, -0.40, 0.60], [-1.31, 0.22, 1.91], [-0.19, 0.51, -1.05], [2.93, -0.42, 0.61], [2.79, -0.44, -1.20], [0.61, -0.42, 1.81], [1.62, 1.18, -0.09], [1.24, -1.16, -0.23], [-2.33, -0.07, -0.33]],
  "relative_energy_kj_mol": 536.22,
  "energy_ha": -765.84918,
  "spin_multiplicity": 1,
  "gap_ha": 0.38672
}


{
  "formula": "C4H5ClO3",
  "method": "ωB97M-V/def2-TZVPD",
  "elements": ["O", "C", "O", "C", "C", "Cl", "C", "O", "H", "H", "H", "H", "H"],
  "positions_angstrom": [[-0.04, 2.36, 1.33], [-0.16, 1.39, 0.68], [-1.27, 1.12, 0.05], [-1.33, -0.10, -0.69], [-0.01, -0.88, -0.55], [0.71, -1.19, -2.11], [0.87, 0.24, 0.47], [1.33, -0.40, 1.59], [-1.51, 0.10, -1.86], [-2.13, -0.70, -0.20], [-0.25, -1.78, -0.09], [1.68, 0.79, -0.03], [2.12, -0.96, 1.40]],
  "smiles": "O=C1OC[C@@H](Cl)[C@@H]1O",
  "relative_energy_kj_mol": 122.10,
  "energy_ha": -841.29252,
  "spin_multiplicity": 1,
  "gap_ha": 0.38903
}


{
  "formula": "C4H5ClOS",
  "method": "ωB97M-V/def2-TZVPD",
  "elements": ["C", "C", "C", "C", "H", "H", "H", "H", "H", "O", "S", "Cl"],
  "positions_angstrom": [[0.48, 0.56, -0.49], [-0.55, -0.46, -0.61], [-0.08, -1.28, 0.60], [0.29, 1.01, 0.79], [1.32, 0.05, -0.74], [-1.47, 0.39, -0.54], [-0.71, -1.02, -1.82], [-0.83, -1.86, 0.96], [0.94, -1.78, 0.62], [-0.24, -0.11, 1.52], [0.57, 2.58, 1.36], [0.28, 1.93, -1.66]],
  "relative_energy_kj_mol": 308.26,
  "energy_ha": -1088.90128,
  "spin_multiplicity": 1,
  "gap_ha": 0.31623
}


{
  "formula": "C4H5ClS",
  "method": "ωB97M-V/def2-TZVPD",
  "elements": ["C", "C", "C", "S", "C", "Cl", "H", "H", "H", "H", "H"],
  "positions_angstrom": [[0.47, -1.42, 1.60], [-0.46, -0.53, 1.28], [-0.41, 0.44, 0.24], [-1.66, 1.39, 0.12], [0.79, 0.65, -0.45], [1.26, -0.90, -1.35], [0.35, -2.18, 2.40], [1.45, -1.58, 1.31], [-1.43, -0.41, 1.92], [1.56, 0.74, 0.30], [0.82, 1.55, -0.96]],
  "smiles": "C=CC(=S)CCl",
  "relative_energy_kj_mol": 173.79,
  "energy_ha": -1013.71357,
  "spin_multiplicity": 1,
  "gap_ha": 0.29551
}


{
  "formula": "C4H5ClSSi",
  "method": "ωB97M-V/def2-TZVPD",
  "elements": ["C", "C", "C", "C", "Si", "S", "Cl", "H", "H", "H", "H", "H"],
  "positions_angstrom": [[-1.57, 0.67, 1.05], [-0.44, -0.14, 0.97], [-1.85, 1.28, -0.16], [0.08, -0.12, -0.32], [1.41, -1.31, -0.68], [-0.80, 0.81, -1.46], [4.20, 0.86, -1.35], [-2.09, 0.78, 1.97], [0.01, -0.64, 1.83], [-2.64, 1.89, -0.32], [2.29, -1.82, -1.84], [1.40, -2.26, 0.32]],
  "relative_energy_kj_mol": 337.40,
  "energy_ha": -1303.17227,
  "spin_multiplicity": 1,
  "gap_ha": [0.21339, 0.21334]
}


{
  "formula": "C4H5CrN6O15",
  "method": "ωB97M-V/def2-TZVPD",
  "elements": ["Cr", "N", "O", "O", "O", "N", "O", "O", "O", "N", "O", "O", "O", "N", "O", "O", "O", "N", "O", "O", "O", "N", "C", "C", "C", "C", "H", "H", "H", "H", "H"],
  "positions_angstrom": [[0.31, -0.09, -0.03], [2.05, 1.62, 2.16], [2.21, 0.87, 3.06], [1.30, 1.22, 1.25], [2.64, 2.67, 1.99], [-1.13, -0.46, 2.89], [-1.82, -1.48, 3.12], [-1.01, -0.09, 1.70], [-0.18, -0.30, 3.66], [1.28, -2.45, 2.03], [1.88, -2.08, 3.02], [1.20, -1.63, 1.08], [0.51, -3.38, 2.10], [2.07, -0.55, -2.02], [2.76, -0.70, -2.98], [0.88, -0.88, -1.92], [2.43, 0.14, -1.07], [-2.04, -2.60, -0.33], [-1.24, -1.65, -0.54], [-2.92, -2.92, -1.13], [-1.96, -3.19, 0.76], [-0.78, 1.46, -2.96], [-1.74, 1.03, -2.12], [-1.68, 1.73, -0.95], [-0.42, 2.40, -0.93], [0.06, 2.14, -2.20], [-0.69, 1.33, -3.96], [-2.51, 0.43, -2.58], [-2.45, 1.89, -0.20], [0.02, 3.04, -0.18], [0.95, 2.49, -2.72]],
  "energy_ha": -2656.34394,
  "s2": 6.01,
  "spin_multiplicity": 5,
  "total_charge": -3,
  "gap_ha": [0.19491, 0.20219]
}


{
  "formula": "C4H5CuLiO2",
  "method": "ωB97M-V/def2-TZVPD",
  "elements": ["H", "C", "C", "C", "C", "O", "Li", "H", "H", "H", "H", "O", "Cu"],
  "positions_angstrom": [[-1.51, 4.33, 0.59], [-0.89, 0.62, 0.63], [-0.03, 0.64, -0.58], [0.96, -0.23, -0.86], [1.27, -1.44, -0.09], [2.10, -2.24, -0.49], [2.91, -3.87, -0.08], [-0.68, -0.12, 1.42], [-0.30, 1.39, -1.32], [1.55, -0.10, -1.77], [0.70, -1.66, 0.83], [-1.95, 1.23, 0.64], [-2.96, 2.96, 0.29]],
  "relative_energy_kj_mol": 103.03,
  "energy_ha": -1953.54405,
  "spin_multiplicity": 1,
  "total_charge": 1,
  "gap_ha": [0.16436, 0.16411]
}


{
  "formula": "C4H5CuMgO",
  "method": "ωB97M-V/def2-TZVPD",
  "elements": ["C", "C", "H", "C", "C", "O", "Mg", "H", "H", "H", "H", "Cu"],
  "positions_angstrom": [[-1.09, 1.34, -0.04], [-2.12, 0.70, -0.34], [-3.06, 0.22, -0.54], [-0.59, -0.41, 0.39], [0.80, -0.63, -0.15], [1.66, 0.44, -0.08], [0.85, 2.19, 0.06], [-1.25, -1.27, 0.17], [-0.57, -0.28, 1.48], [0.24, -0.79, -1.19], [1.22, -1.54, 0.31], [3.92, 0.03, -0.07]],
  "relative_energy_kj_mol": 0.00,
  "energy_ha": -2070.42550,
  "spin_multiplicity": 1,
  "total_charge": 2,
  "gap_ha": 0.29696
}


{
  "formula": "C4H5F",
  "method": "ωB97M-V/def2-TZVPD",
  "elements": ["C", "C", "C", "C", "F", "H", "H", "H", "H", "H"],
  "positions_angstrom": [[1.80, -0.47, -0.09], [0.78, 0.47, 0.10], [-0.56, -0.06, 0.40], [-1.74, 0.34, 0.09], [-2.93, -0.41, -0.15], [1.50, -1.61, -0.41], [2.74, -0.11, -0.42], [0.99, 1.47, -0.24], [-0.60, -1.04, 1.05], [-1.98, 1.40, -0.33]],
  "smiles": "C=C/C=C/F",
  "relative_energy_kj_mol": 173.84,
  "energy_ha": -255.16579,
  "spin_multiplicity": 1,
  "gap_ha": 0.35668
}


{
  "formula": "C4H5F2MgO2Tl",
  "method": "ωB97M-V/def2-TZVPD",
  "elements": ["O", "C", "C", "Tl", "H", "H", "F", "C", "C", "O", "H", "F", "H", "H", "Mg"],
  "positions_angstrom": [[2.37, -0.29, -1.05], [1.63, 0.64, -1.82], [0.20, 0.62, -1.27], [0.81, -1.91, -1.05], [1.66, 0.39, -2.90], [2.07, 1.67, -1.73], [-0.47, 1.76, -1.97], [-1.68, -0.94, 1.25], [-1.97, -0.38, 2.41], [0.27, 0.98, 0.07], [-2.35, -1.11, 0.40], [-0.51, -1.86, 1.24], [-1.23, -0.30, 3.21], [-2.92, 0.16, 2.50], [2.12, 0.58, 0.74]],
  "energy_ha": -878.13938,
  "s2": 0.75,
  "spin_multiplicity": 2,
  "total_charge": -1,
  "gap_ha": [0.17789, 0.17785]
}


{
  "formula": "C4H5FN2",
  "method": "ωB97M-V/def2-TZVPD",
  "elements": ["C", "N", "C", "N", "C", "F", "C", "H", "H", "H", "H", "H"],
  "positions_angstrom": [[1.33, -0.46, -0.92], [0.17, -0.25, -0.10], [-1.13, -0.60, -0.36], [-2.00, -0.03, 0.41], [-1.24, 0.76, 1.20], [-1.83, 1.43, 2.21], [0.09, 0.74, 0.86], [2.10, 0.28, -0.62], [1.06, -0.42, -1.98], [1.80, -1.41, -0.75], [-1.30, -1.34, -1.12], [0.95, 1.29, 1.17]],
  "smiles": "Cn1cnc(F)c1",
  "relative_energy_kj_mol": 57.87,
  "energy_ha": -364.78129,
  "spin_multiplicity": 1,
  "gap_ha": 0.35244
}


{
  "formula": "C4H5FO",
  "method": "ωB97M-V/def2-TZVPD",
  "elements": ["C", "C", "F", "C", "C", "O", "H", "H", "H", "H", "H"],
  "positions_angstrom": [[1.39, 0.90, 0.67], [0.79, 0.44, -0.39], [0.92, 1.09, -1.52], [-0.15, -0.64, -0.49], [-1.51, -0.50, -0.02], [-0.52, -1.20, 0.76], [2.08, 1.67, 0.79], [1.08, 0.38, 1.51], [0.09, -1.33, -1.32], [-1.80, 0.40, 0.44], [-2.36, -1.21, -0.44]],
  "smiles": "C=C(F)[C@@H]1CO1",
  "relative_energy_kj_mol": 147.96,
  "energy_ha": -330.43139,
  "spin_multiplicity": 1,
  "gap_ha": 0.39708
}


{
  "formula": "C4H5FO",
  "method": "ωB97M-V/def2-TZVPD",
  "elements": ["C", "C", "C", "F", "C", "O", "H", "H", "H", "H", "H"],
  "positions_angstrom": [[-1.16, -0.81, -0.03], [0.32, -0.98, 0.10], [1.01, 0.13, 0.08], [2.36, -0.01, -0.08], [0.57, 1.55, 0.06], [-0.62, 1.95, -0.04], [-1.49, -0.03, -0.79], [-1.62, -1.76, -0.34], [-1.63, -0.43, 0.89], [0.86, -1.97, 0.01], [1.42, 2.35, 0.15]],
  "smiles": "C/C=C(/F)C=O",
  "relative_energy_kj_mol": 64.17,
  "energy_ha": -330.46330,
  "spin_multiplicity": 1,
  "gap_ha": 0.36066
}


{
  "formula": "C4H5FeO3",
  "method": "ωB97M-V/def2-TZVPD",
  "elements": ["O", "C", "C", "O", "C", "C", "O", "Fe", "H", "H", "H", "H", "H"],
  "positions_angstrom": [[-0.66, -2.05, 0.37], [0.44, -2.16, 1.05], [1.45, -1.20, 0.92], [1.29, -0.25, 0.02], [0.88, 2.16, 0.09], [-0.35, 2.27, -0.55], [-1.02, 1.21, -0.97], [-0.47, -0.54, -0.85], [0.57, -3.01, 1.73], [2.39, -1.27, 1.47], [1.77, 2.18, -0.54], [0.90, 2.38, 1.17], [-0.59, 3.21, -1.07]],
  "relative_energy_kj_mol": 180.48,
  "energy_ha": -1644.66059,
  "s2": 9.06,
  "spin_multiplicity": 6,
  "gap_ha": [0.25781, 0.17222]
}